# 1
A structure of composition C53H52N7O3PV. Source: the OMol25 dataset; level of theory: ωB97M-V/def2-TZVPD.

Cartesian coordinates (Å):
V 0.615 0.290 0.358
C 0.945 1.157 4.470
C 1.166 0.754 3.039
N 0.145 0.604 2.163
N -1.088 1.002 2.560
C -2.028 0.926 1.669
O -1.897 0.322 0.507
C -3.316 1.558 2.041
C -4.196 1.970 1.037
C -5.389 2.595 1.348
C -5.736 2.807 2.676
C -4.866 2.409 3.681
C -3.663 1.799 3.370
C 2.427 0.680 2.451
C 3.647 0.959 3.112
C 4.809 1.036 2.393
C 4.767 0.844 0.997
C 3.565 0.533 0.413
N 2.411 0.415 1.095
H -0.113 1.346 4.618
H 1.499 2.069 4.698
H 1.275 0.377 5.162
H -3.931 1.786 0.005
H -6.055 2.914 0.556
H -6.680 3.275 2.925
H -5.136 2.575 4.717
H -2.984 1.483 4.150
H 3.646 1.144 4.177
H 5.742 1.271 2.888
H 5.657 0.919 0.390
H 3.512 0.352 -0.652
O 0.811 1.975 -0.108
C 0.241 3.006 -0.828
C -0.892 2.426 -1.726
C -0.302 1.398 -2.640
C 0.019 1.707 -3.958
C 0.572 0.725 -4.760
C 0.783 -0.535 -4.229
C 0.446 -0.781 -2.899
C 0.578 -2.184 -2.350
C 1.309 -2.337 -0.979
O 0.677 -1.578 -0.018
C 2.831 -2.088 -1.116
C 3.649 -2.395 -0.027
C 5.026 -2.354 -0.128
C 5.626 -1.981 -1.323
C 4.827 -1.625 -2.395
C 3.441 -1.685 -2.298
C 1.318 -3.835 -0.582
C 1.647 -4.849 -1.475
C 1.800 -6.157 -1.040
C 1.645 -6.474 0.301
C 1.315 -5.473 1.202
C 1.147 -4.170 0.760
N -0.085 0.176 -2.127
C -0.283 4.037 0.180
C -1.612 4.114 0.566
C -2.011 4.990 1.566
C -1.085 5.813 2.183
C 0.251 5.735 1.813
C 0.649 4.847 0.828
C 1.282 3.684 -1.731
C 2.589 3.218 -1.745
C 3.553 3.817 -2.542
C 3.214 4.894 -3.346
C 1.913 5.377 -3.325
C 0.956 4.784 -2.518
H -1.379 3.224 -2.287
H -1.594 1.921 -1.063
H -0.169 2.698 -4.346
H 0.823 0.934 -5.792
H 1.187 -1.328 -4.845
H 1.066 -2.801 -3.102
H -0.433 -2.578 -2.209
H 3.187 -2.670 0.911
H 5.639 -2.621 0.724
H 6.704 -1.975 -1.416
H 5.276 -1.306 -3.327
H 2.859 -1.391 -3.157
H 1.826 -4.623 -2.518
H 2.055 -6.930 -1.754
H 1.801 -7.488 0.645
H 1.206 -5.703 2.255
H 0.915 -3.375 1.462
H -2.363 3.497 0.094
H -3.052 5.014 1.865
H -1.401 6.517 2.941
H 0.987 6.360 2.302
H 1.693 4.783 0.551
H 2.844 2.389 -1.104
H 4.570 3.446 -2.526
H 3.958 5.359 -3.979
H 1.645 6.229 -3.937
H -0.049 5.189 -2.489
C -3.753 -4.333 1.257
N -2.474 -3.524 1.281
C -1.826 -3.570 -0.101
N -2.732 -3.213 -1.130
C -3.934 -4.022 -1.069
N -4.612 -3.903 0.214
C -5.083 -2.524 0.430
P -3.756 -1.129 0.434
C -2.723 -2.109 1.678
C -2.998 -1.773 -1.146
H -4.243 -4.216 2.225
H -3.474 -5.380 1.107
H -1.815 -3.940 1.940
H -1.470 -4.592 -0.247
H -0.998 -2.859 -0.071
H -3.660 -5.070 -1.225
H -4.617 -3.713 -1.859
H -5.633 -2.494 1.376
H -5.802 -2.293 -0.360
H -3.265 -2.099 2.627
H -1.760 -1.620 1.820
H -2.073 -1.225 -1.324
H -3.698 -1.565 -1.960

Forces on the atoms, in the same order (eV/Å):
-1.282 -1.460 0.009
0.041 -0.146 -0.227
0.941 0.419 0.623
0.443 -0.725 -0.787
-0.787 0.557 0.499
0.704 -0.590 -0.131
1.014 0.811 0.241
-0.396 0.259 -0.093
0.144 -0.014 0.112
-0.057 0.061 0.026
-0.003 0.012 -0.013
-0.113 0.033 0.056
0.080 -0.156 -0.100
-1.059 0.140 0.574
0.839 -0.018 -0.138
-0.414 0.091 0.716
-0.516 -0.137 -0.613
1.026 0.314 -0.022
-0.214 -0.479 0.238
0.014 0.015 0.107
-0.018 0.023 0.068
-0.022 0.017 0.063
0.011 -0.015 -0.021
-0.008 -0.009 -0.010
0.001 0.034 0.009
0.033 -0.007 0.016
0.045 0.040 0.004
-0.037 -0.040 0.021
0.017 0.000 0.008
-0.014 -0.025 -0.049
-0.003 0.033 -0.028
0.125 2.031 -0.700
-0.357 0.469 -0.442
0.359 -0.042 0.272
-0.107 -0.032 -0.283
-0.036 -0.132 -0.048
-0.047 -0.002 0.076
-0.122 0.065 0.023
-0.050 -0.061 -0.190
0.100 0.143 0.398
0.151 -0.405 -0.726
0.265 -0.536 0.079
0.020 0.139 0.045
-0.015 0.019 -0.031
-0.045 -0.071 0.009
0.001 -0.010 -0.046
0.093 0.048 -0.093
-0.043 -0.011 0.123
-0.230 0.071 0.229
-0.065 0.040 -0.003
-0.048 -0.023 -0.001
0.001 -0.095 0.025
-0.054 -0.005 -0.013
-0.063 0.066 0.026
0.320 0.105 0.208
0.062 -0.137 0.097
0.051 0.056 -0.142
-0.072 0.033 0.029
-0.059 0.011 0.004
0.053 -0.038 -0.001
-0.050 0.072 0.016
0.183 -0.140 0.176
-0.091 -0.077 0.037
-0.010 0.055 -0.091
0.078 -0.047 -0.005
-0.089 0.062 -0.060
-0.040 -0.049 0.002
-0.032 -0.060 -0.028
-0.125 0.071 -0.071
0.004 0.042 0.056
0.022 0.016 -0.010
0.030 -0.042 0.044
-0.075 0.010 -0.050
0.012 -0.046 -0.050
0.038 -0.021 0.041
-0.020 0.041 0.049
0.014 0.062 0.008
0.031 -0.008 -0.009
-0.024 -0.061 -0.022
0.007 0.007 -0.027
0.033 -0.008 0.000
-0.035 -0.029 -0.015
0.018 -0.009 0.019
0.019 0.040 -0.029
0.033 -0.036 -0.019
-0.025 0.024 -0.017
0.005 -0.033 0.056
0.007 0.017 -0.011
0.026 -0.017 0.016
0.049 -0.008 0.031
0.002 -0.017 -0.014
0.005 0.031 0.009
-0.013 0.019 -0.004
-0.028 0.018 0.006
-0.227 -0.230 0.019
0.012 0.008 0.059
0.271 -0.083 -0.328
-0.010 -0.026 -0.180
0.006 -0.069 -0.017
-0.081 -0.090 -0.023
0.079 0.416 -0.029
-0.787 -1.399 0.037
-0.148 0.733 -0.068
-0.022 0.282 0.291
0.127 0.020 0.006
0.100 0.071 0.023
0.005 -0.025 -0.045
0.019 0.011 0.128
-0.014 -0.117 0.122
-0.016 0.031 -0.010
0.012 -0.010 0.001
-0.001 0.023 -0.013
-0.039 -0.011 0.030
0.056 -0.119 -0.013
0.045 -0.066 -0.048
0.004 -0.026 -0.057
0.050 0.062 -0.004

Summary:
Expectation value of S²: 0.889
Lowest unoccupied orbital energy (alpha / beta), eV: -0.06 / -0.06
HOMO-LUMO gap (alpha / beta), eV: 4.84 / 4.77
Energy above the lowest of the compared OMol25 structures with the same formula, charge and spin, kcal/mol: 13.7
Net charge: 0
Multiplicity: 2

---

# 2
A structure of composition C53H53BrIN9O3SeTi. Source: the OMol25 dataset; level of theory: ωB97M-V/def2-TZVPD.

Cartesian coordinates (Å):
Ti -0.357 0.329 0.231
C -2.072 4.699 -0.273
C -2.558 3.416 -0.968
C -3.215 3.782 -2.301
C -3.483 2.685 -0.012
C -4.854 2.877 -0.104
C -5.712 2.403 0.871
C -5.189 1.806 2.001
C -3.822 1.580 2.137
C -3.335 1.055 3.477
C -4.106 -0.181 3.950
C -3.456 2.170 4.529
C -2.972 1.944 1.071
N -1.558 1.618 1.124
C -0.884 2.309 2.053
C 0.409 2.067 2.416
C 1.139 2.811 3.371
C 2.405 2.320 3.328
C 2.443 1.275 2.352
N 1.216 1.100 1.809
C 3.812 0.650 2.081
C 4.434 0.267 3.441
C 4.640 1.761 1.400
C 3.935 -0.591 1.188
H -1.545 5.335 -0.986
H -1.383 4.472 0.539
H -2.921 5.259 0.120
H -1.685 2.794 -1.157
H -3.882 4.635 -2.174
H -3.789 2.955 -2.714
H -2.454 4.068 -3.028
H -5.264 3.424 -0.941
H -6.780 2.550 0.776
H -5.856 1.515 2.801
H -2.284 0.780 3.400
H -5.148 0.061 4.155
H -3.671 -0.552 4.879
H -4.082 -0.979 3.207
H -4.505 2.358 4.760
H -3.024 3.108 4.179
H -2.950 1.883 5.452
H -1.369 3.147 2.544
H 0.747 3.603 3.989
H 3.236 2.657 3.920
H 4.668 1.135 4.053
H 5.364 -0.278 3.282
H 3.757 -0.377 4.006
H 4.698 2.659 2.013
H 4.185 2.030 0.445
H 5.655 1.406 1.212
H 3.380 -1.451 1.573
H 4.981 -0.892 1.192
H 3.702 -0.370 0.144
Se -3.576 -6.903 0.645
N -3.161 -5.645 1.794
C -2.541 -4.691 1.142
C -2.025 -3.490 1.760
C -2.037 -3.305 3.145
C -1.455 -2.172 3.669
C -0.953 -1.217 2.795
N -0.988 -1.345 1.469
C -1.453 -2.504 0.944
C -1.238 -2.759 -0.477
N -0.536 -1.844 -1.163
C -0.214 -2.089 -2.421
C -0.603 -3.244 -3.095
C -1.342 -4.184 -2.414
C -1.663 -3.954 -1.073
C -2.372 -4.920 -0.265
N -2.858 -6.052 -0.713
H -2.480 -4.071 3.767
H -1.394 -2.018 4.736
H -0.481 -0.320 3.181
H 0.388 -1.333 -2.915
H -0.315 -3.399 -4.125
H -1.672 -5.106 -2.874
O 1.308 -0.997 0.225
H 1.765 -1.037 -0.625
H 1.953 -0.659 0.855
Br 6.420 -1.341 -2.742
C 5.965 -0.352 -4.291
C 6.914 -0.194 -5.290
C 6.611 0.539 -6.426
C 5.365 1.129 -6.568
C 4.409 0.971 -5.577
C 4.709 0.225 -4.449
I 3.213 -0.019 -2.994
H 7.889 -0.646 -5.173
H 7.359 0.649 -7.198
H 5.127 1.711 -7.447
H 3.435 1.427 -5.685
C 0.969 2.945 -2.634
C 0.682 2.356 -1.282
O 0.611 3.022 -0.278
O 0.480 1.030 -1.225
H 0.360 3.838 -2.763
H 0.782 2.228 -3.429
H 2.014 3.252 -2.669
N -5.457 -0.358 -5.074
C -6.742 -0.537 -5.513
C -7.319 -0.522 -6.781
C -8.681 -0.718 -6.838
C -9.453 -0.926 -5.679
C -8.885 -0.952 -4.428
C -7.502 -0.755 -4.341
N -6.684 -0.716 -3.247
C -5.479 -0.476 -3.703
C -4.329 -0.314 -2.845
C -3.078 0.121 -3.301
C -2.052 0.308 -2.406
N -2.161 0.083 -1.085
C -3.358 -0.351 -0.652
C -4.439 -0.556 -1.474
H -4.657 -0.196 -5.659
H -6.732 -0.357 -7.674
H -9.176 -0.706 -7.800
H -10.521 -1.057 -5.782
H -9.474 -1.110 -3.536
H -2.901 0.344 -4.344
H -1.093 0.649 -2.761
H -3.454 -0.539 0.410
H -5.387 -0.884 -1.072

Forces on the atoms, in the same order (eV/Å):
-0.354 -1.401 -0.293
0.117 -0.129 -0.111
-0.199 0.125 0.005
0.133 -0.108 0.119
0.335 0.004 0.026
0.001 -0.037 -0.033
0.000 0.009 0.086
-0.081 -0.024 -0.102
0.310 -0.104 -0.150
-0.133 0.017 0.035
0.120 0.084 -0.057
0.124 -0.076 -0.063
-0.615 0.169 0.070
0.009 -0.026 -0.011
0.616 0.321 0.616
-0.331 0.159 0.318
0.093 0.015 -0.054
-0.136 0.089 0.095
-0.033 -0.016 -0.014
-0.452 0.037 -0.146
0.195 -0.014 -0.096
-0.085 0.025 -0.012
-0.053 -0.037 0.018
0.007 0.179 0.136
0.043 0.004 0.037
-0.020 0.072 0.037
-0.013 0.012 -0.003
-0.053 -0.072 -0.063
-0.039 0.001 -0.073
-0.044 -0.063 -0.082
-0.007 0.046 0.016
0.013 0.018 -0.022
-0.006 0.002 0.007
0.007 0.010 0.009
0.003 0.052 -0.043
-0.009 -0.039 0.005
-0.036 -0.042 0.002
-0.024 -0.053 -0.005
-0.017 0.031 0.003
0.012 0.011 0.015
-0.039 -0.007 0.026
-0.195 -0.100 0.011
0.010 0.034 -0.024
0.044 -0.021 -0.015
-0.015 0.012 0.017
0.020 0.028 -0.032
0.037 -0.024 0.028
0.013 0.004 0.015
0.051 0.027 -0.023
0.002 -0.016 0.013
0.006 -0.039 -0.059
0.002 -0.002 -0.015
-0.027 -0.083 -0.008
-0.175 -0.338 -0.013
0.108 0.437 0.541
-0.158 -0.465 -0.349
0.155 0.413 0.138
0.028 0.070 -0.161
-0.017 -0.158 -0.044
0.074 0.128 0.167
-0.148 -0.242 0.028
-0.100 -0.263 0.253
0.078 -0.258 -0.305
-0.136 0.091 0.270
0.116 0.148 -0.028
-0.023 -0.132 0.077
-0.047 0.045 0.077
0.189 0.348 -0.138
-0.193 -0.243 0.402
0.195 0.208 -0.544
0.029 0.010 0.051
0.024 0.072 -0.003
-0.067 0.026 -0.038
-0.061 0.010 -0.062
0.038 0.041 -0.002
0.020 0.008 -0.049
0.222 -0.132 0.141
0.029 -0.119 -0.047
0.169 -0.068 0.041
0.054 0.040 -0.153
-0.142 0.004 0.102
0.058 -0.037 0.048
0.026 0.015 -0.028
-0.019 -0.008 0.023
-0.071 0.032 -0.038
0.109 -0.223 0.257
-0.038 0.199 -0.197
-0.003 -0.004 0.009
0.000 0.016 -0.004
0.021 -0.003 -0.014
-0.009 -0.019 0.003
-0.082 -0.281 -0.019
0.277 1.332 0.018
0.196 -0.086 -0.256
0.166 -0.240 -0.644
-0.028 -0.009 0.051
0.042 0.053 -0.062
0.020 -0.037 0.008
0.261 0.042 0.117
-0.445 -0.095 0.313
0.063 0.024 -0.092
0.066 0.022 -0.037
-0.084 -0.003 0.079
0.046 0.010 0.037
0.125 0.061 -0.575
0.257 0.011 0.429
-0.543 -0.086 -0.376
0.579 0.178 0.257
-0.287 -0.057 0.047
-0.005 0.140 0.047
-0.241 0.433 -0.032
0.087 -0.102 0.234
-0.206 -0.066 -0.142
0.010 0.003 0.002
-0.025 -0.002 -0.014
0.004 -0.004 -0.006
0.005 -0.031 -0.009
-0.010 -0.004 -0.002
0.041 0.020 -0.002
0.046 0.037 0.025
0.007 0.046 -0.016
0.021 -0.020 0.047

Summary:
Lowest unoccupied orbital energy, eV: -6.29
HOMO-LUMO gap, eV: 5.96
Energy above the lowest of the compared OMol25 structures with the same formula, charge and spin, kcal/mol: 39.9
Net charge: +2

---

> Which of these has the highest energy above the lowest of the compared OMol25 structures with the same formula, charge and spin?

C53H53BrIN9O3SeTi

---

> Look up the energy above the lowest of the compared OMol25 structures with the same formula, charge and spin of the first one.

13.7 kcal/mol